# 1
Density functional theory data (ωB97M-V with the def2-TZVPD basis set) for a single C3H3NO molecule.

Each line ends with the Löwdin charge.
Element x y z (Å)
O (0.38298, 0.91404, -0.24184)  -0.007
C (-0.92773, 0.28879, -0.01604)  -0.190
C (-0.67260, -1.10654, 0.44429)  -0.026
N (0.70138, -1.24968, 0.33637)  0.026
C (1.19550, -0.08280, -0.00904)  -0.202
H (-1.53167, 0.96939, 0.59761)  0.128
H (-1.40492, 0.13881, -0.99537)  0.130
H (2.25706, 0.12799, -0.11598)  0.142

HOMO-LUMO gap (Ha): 0.30677
Lowest unoccupied orbital energy (Ha): -0.01167
Energy above the lowest of the compared OMol25 structures with the same formula, charge and spin (kJ/mol): 271.4

# 2
Density functional theory data (ωB97M-V with the def2-TZVPD basis set) for a molecular structure, C20H46O4P4Ru at a distorted geometry.

Each line ends with the Löwdin charge.
Element x y z (Å)
Ru (0.30857, 0.20802, -0.66976)  0.555
P (-1.59898, -0.58318, -1.46873)  0.678
P (1.92206, -1.34395, -0.82292)  0.699
P (0.98192, 1.78148, -2.05681)  0.719
H (0.39971, 0.40827, 2.07048)  0.055
C (0.55191, 1.13072, 1.25377)  -0.208
C (-0.62970, 1.67912, 0.63216)  -0.208
H (-1.59903, 1.39111, 1.04113)  0.052
C (-2.70299, -1.58464, -0.42664)  -0.253
C (-1.27060, -1.69600, -2.86995)  -0.219
C (-2.70053, 0.72779, -2.08412)  -0.210
C (3.20106, -0.83254, 0.36614)  -0.232
C (1.46104, -3.02357, -0.33775)  -0.211
C (2.76726, -1.58672, -2.41851)  -0.214
C (0.24705, 3.45394, -2.06714)  -0.206
C (0.89178, 1.29698, -3.82338)  -0.203
C (2.74800, 2.17097, -1.77505)  -0.241
H (1.43526, 1.77948, 1.28702)  0.072
H (-0.56593, 2.71211, 0.26309)  0.057
H (-3.12949, -0.96038, 0.37327)  0.037
H (-2.16175, -2.42634, 0.04095)  0.018
H (-3.51352, -1.97933, -1.05713)  0.089
H (-0.65841, -2.53912, -2.53148)  0.039
H (-0.72432, -1.15673, -3.64977)  0.043
H (-2.21615, -2.07743, -3.27430)  0.081
H (-2.97774, 1.37937, -1.24849)  0.058
H (-3.60970, 0.29072, -2.51413)  0.082
H (-2.19305, 1.33257, -2.84263)  0.042
H (4.05985, -1.50892, 0.31900)  0.073
H (2.77876, -0.85483, 1.37520)  0.054
H (3.53994, 0.18653, 0.15299)  0.019
H (2.19062, -3.73377, -0.74975)  0.084
H (0.46491, -3.27393, -0.71794)  0.039
H (1.45127, -3.09637, 0.75390)  0.025
H (3.45837, -2.43868, -2.35165)  0.079
H (3.33709, -0.69612, -2.70148)  0.040
H (2.03721, -1.80075, -3.21207)  0.056
H (0.68115, 4.02384, -2.90331)  0.085
H (0.46337, 3.97389, -1.12545)  0.063
H (-0.84126, 3.39524, -2.19512)  0.062
H (1.32510, 2.07379, -4.47000)  0.084
H (-0.15879, 1.14949, -4.10695)  0.049
H (1.43361, 0.35637, -3.98239)  0.037
H (3.04546, 3.06676, -2.33686)  0.079
H (3.38871, 1.33412, -2.07510)  0.038
H (2.90215, 2.35990, -0.70522)  0.038
C (6.48601, 2.31147, -0.20760)  -0.205
C (7.72161, 2.44908, 0.46501)  0.073
C (7.97250, 3.64993, 1.13520)  0.034
C (7.03313, 4.69267, 1.10496)  0.061
C (5.86778, 4.57669, 0.33140)  0.025
C (5.62527, 3.40257, -0.38582)  0.043
O (6.00782, 1.08954, -0.61335)  0.130
H (6.68374, 0.41438, -0.41359)  0.150
H (8.42894, 1.61718, 0.47747)  0.151
H (8.90152, 3.77240, 1.69366)  0.149
H (7.21188, 5.60314, 1.67606)  0.152
H (5.14055, 5.39069, 0.27583)  0.141
H (4.76816, 3.29191, -1.03961)  0.088
C (-2.67260, 0.23752, 3.92339)  -0.038
O (-1.58140, -0.48002, 3.33534)  -0.272
P (-1.75472, -1.91352, 2.57283)  1.008
O (-2.66722, -2.82198, 3.57103)  -0.240
C (-4.07496, -3.07912, 3.46993)  -0.048
O (-0.26188, -2.58182, 2.76315)  -0.279
C (-0.08970, -4.01648, 2.85023)  -0.058
H (-2.91287, 1.10673, 3.30337)  0.101
H (-2.34016, 0.59048, 4.89647)  0.124
H (-3.58953, -0.36387, 4.03108)  0.090
H (-4.67642, -2.26492, 3.89523)  0.098
H (-4.41660, -3.27021, 2.44099)  0.106
H (-4.26185, -3.97063, 4.07208)  0.120
H (0.89076, -4.25213, 2.42906)  0.089
H (-0.11060, -4.35705, 3.90006)  0.127
H (-0.83773, -4.55303, 2.25289)  0.105

HOMO-LUMO gap (alpha / beta) (Ha): 0.23090 / 0.22509
Spin multiplicity: 5
Expectation value of S²: 6.033
Lowest unoccupied orbital energy (alpha / beta) (Ha): -0.45354 / -0.51965
Total charge: +4
Energy above the lowest of the compared OMol25 structures with the same formula, charge and spin (kJ/mol): 0.0

# 3
Density functional theory data (ωB97M-V with the def2-TZVPD basis set) for a single C7H11NO molecule at a distorted geometry.

Each line ends with the Löwdin charge.
Element x y z (Å)
C (1.70735, -1.79127, -2.41728)  0.044
C (1.14864, -0.94148, -1.76141)  -0.041
C (0.70796, -0.16709, -0.16601)  -0.347
C (1.76053, 0.90241, 0.03866)  -0.067
N (-0.58301, 0.23778, -0.48681)  -0.157
C (-1.58691, -0.70854, -0.93732)  -0.092
C (-1.07220, 1.16272, 0.81725)  -0.352
C (-1.00312, 0.60070, 2.20585)  -0.003
O (-1.69033, 2.15160, 0.52402)  0.111
H (2.17468, -2.51361, -3.04830)  0.011
H (0.77708, -0.99956, 0.54147)  0.125
H (2.72922, 0.48216, -0.25561)  0.083
H (1.84342, 1.22146, 1.07909)  0.072
H (1.57048, 1.77373, -0.59246)  0.095
H (-1.44317, -1.69366, -0.48004)  0.085
H (-2.58154, -0.31346, -0.70539)  0.092
H (-1.48851, -0.81323, -2.01796)  0.080
H (0.02271, 0.38593, 2.50059)  0.075
H (-1.59559, -0.31428, 2.25093)  0.095
H (-1.39770, 1.33770, 2.91072)  0.093

HOMO-LUMO gap (Ha): 0.35797
Lowest unoccupied orbital energy (Ha): 0.02840
Structure (SMILES): C#C[C@@H](C)N(C)C(C)=O
Energy above the lowest of the compared OMol25 structures with the same formula, charge and spin (kJ/mol): 452.2